This record from the Open Molecules 2025 dataset describes the ion C2H6NO2 with charge +1. The level of theory is ωB97M-V/def2-TZVPD.

Last column: Mulliken charge in e.
CARTESIAN COORDINATES (ANGSTROEM)
N1 0.80549 1.18189 0.14903  -0.287
C1 -0.41759 0.40164 -0.29719  -0.557
C2 -0.21990 -1.03523 0.13847  0.623
O1 0.64466 -1.35889 0.89964  -0.502
O2 -1.16294 -1.80198 -0.38006  -0.404
H1 0.74748 1.40162 1.14426  0.357
H2 0.82575 2.04195 -0.39644  0.358
H3 1.64155 0.62239 -0.03332  0.355
H4 -1.28523 0.75887 0.24386  0.313
H5 -0.55047 0.51992 -1.36733  0.361
H6 -1.02881 -2.73219 -0.10091  0.384

Gap between HOMO and LUMO: 11.8571 eV
E_tot: -7749.851 eV
Total charge: +1
ΔE to the lowest compared entry with this formula, charge and spin: 0.054 eV